The following is a quantum chemistry calculation of a molecular structure, C23H43CrGeI2N4OS3, from OMol25.

```
! RIJCOSX wB97M-V def2-TZVPD def2/J DEFGRID3
* xyz 1 5
C 4.72798 2.11046 1.30942
C 0.64384 5.68300 0.26783
H 2.47640 1.03750 -4.45563
N 0.58401 0.87171 -1.94374
H -1.16572 4.61736 3.56675
H -0.91534 2.18064 -4.39163
C -2.43806 0.77462 2.99179
C 1.54251 1.50640 -4.14397
H 1.43555 2.43288 -4.70820
H 2.52810 1.63902 -2.18443
H -1.47370 0.46767 -2.01726
H -0.06401 5.69540 -0.56312
H 2.21131 6.75271 -0.73946
N -4.74748 -0.14199 2.29332
H 0.27343 -1.20109 -1.76533
C -1.35706 4.22023 1.44370
H -1.58368 -6.09894 0.54423
H -0.19401 -1.32261 -4.06973
C -1.64766 5.04844 2.68921
H -1.93516 -5.15938 1.98248
H -2.72121 5.05555 2.87182
N -2.22730 2.26291 5.08891
H -3.47968 -5.00945 -0.65373
H -1.65422 3.18218 1.59097
H -2.92767 -7.43441 2.17422
S -1.50247 -0.27940 0.65390
H 1.65804 -4.55787 0.40305
H 2.56722 -2.51521 1.65315
H -1.63908 0.57800 -4.34570
O 0.56663 3.10871 -0.02571
H 0.52419 -1.99997 2.84987
H 1.53700 -1.15760 -4.34125
H 4.96588 2.83108 0.53845
H 5.62167 1.67730 1.73945
H -2.47971 -2.76316 -0.90140
C -1.33426 0.55797 2.22291
H -1.05472 2.18039 -2.03402
H 0.92201 -3.45288 -0.73597
I 3.62049 3.05747 2.83370
H 3.91930 -3.63086 -0.11225
H -1.19036 -3.95510 -0.75252
H 0.51645 -3.71131 2.48205
C -2.33367 1.57512 4.17406
H -1.32691 6.08423 2.57918
H -3.85176 -4.06641 0.77359
C -3.40154 -6.67092 1.55819
S 0.41042 4.12552 1.12792
C -3.72377 0.27760 2.60593
I 3.69711 0.49739 0.37265
H 1.94189 -0.71054 -2.07884
C -2.39778 -5.62204 1.09960
S 0.24873 1.13324 2.57062
H -3.85927 -7.16898 0.70190
C 1.64029 -2.51761 1.07152
C -3.03208 -4.54362 0.22822
C 1.75537 -3.55965 -0.03453
H -4.20106 -6.21498 2.14433
C 0.46864 -2.71723 2.02669
Cr 0.61011 1.06856 0.19840
Ge -1.34198 -2.50825 1.32779
C -2.02082 -3.48585 -0.22310
H 3.21009 -2.47528 -1.23460
C -0.80331 1.17620 -3.98286
N 0.44261 0.61180 -4.49206
H 1.22617 2.80681 -2.38920
H 2.35580 4.99874 -0.86164
C 0.90167 -0.52236 -2.34924
H 3.13986 -4.19985 -1.58675
C 3.07719 -3.46368 -0.78573
C 2.08653 5.81788 -0.19541
C 0.67148 -0.68920 -3.87275
C -0.78574 1.20249 -2.43484
H 2.77403 5.82047 0.65053
H 0.37216 6.46392 0.98011
C 1.54294 1.79138 -2.62220
H -2.34045 -2.53685 2.48793
H 1.57745 -1.51717 0.61663
H -1.83988 4.60075 0.54186
*
```

## Properties
Total energy: -166195.96424 eV
Molecular weight: 866.2 g/mol
E_HOMO (spin up / spin down): -10.95 / -11.19 eV
Orbital gap (spin up / spin down): 7.96 / 8.11 eV
Relative energy (zero: lowest compared OMol25 entry of this formula, charge and spin): 1.5 kcal/mol
<S²>: 6.02